30
Properties=species:S:1:pos:R:3 method="wB97M-V/def2-TZVPD" multiplicity=1 smiles="O=C(Cl)[C@H]1C[C@@H]2C[C@H]1[C@@H](S(=O)(=O)CCCl)C2" relative_energy_kcal_mol=43.79 fmax_ha_per_bohr=0.090 e_tot_ha=-1933.6627 mol_weight_g_mol=285.19
O -3.383 -0.314 -0.578
C -3.062 0.862 -0.372
Cl -4.104 1.711 0.843
C -1.680 1.437 -0.814
C -1.046 2.551 0.087
C 0.376 2.053 0.261
C 0.602 1.375 -1.048
C -0.549 0.390 -0.816
C -0.355 -0.141 0.563
S 0.086 -1.878 0.755
O 0.630 -2.137 2.126
O -1.119 -2.682 0.446
C 1.571 -1.930 -0.366
C 2.130 -3.349 -0.180
Cl 3.924 -3.148 -0.145
C 0.529 0.955 1.267
H -1.832 1.815 -1.816
H -1.100 3.608 -0.358
H -1.523 2.480 1.005
H 1.037 2.814 0.581
H 1.608 0.866 -1.008
H 0.658 2.000 -1.970
H -0.792 -0.294 -1.599
H -1.265 -0.237 1.159
H 2.170 -1.135 -0.123
H 1.303 -1.856 -1.433
H 1.688 -3.916 -0.915
H 1.736 -3.882 0.725
H 1.563 0.606 1.522
H 0.197 1.376 2.202

=====

34
Properties=species:S:1:pos:R:3 method="wB97M-V/def2-TZVPD" multiplicity=8 s_squared=15.784 total_charge=-1 relative_energy_kcal_mol=7.58 fmax_ha_per_bohr=0.057 e_tot_ha=-1997.6073 mol_weight_g_mol=436.28
Eu -0.247 -0.906 0.032
N 1.128 -0.438 4.283
C 0.376 -0.213 3.148
S -0.824 -1.444 2.727
N 0.584 0.924 2.566
N -0.079 1.082 1.371
C -0.215 2.293 0.862
C -0.953 2.409 -0.326
C -1.165 3.651 -0.984
C -1.947 3.706 -2.097
C -2.527 2.503 -2.600
C -2.241 1.331 -1.947
N -1.483 1.234 -0.845
H 1.160 -1.393 4.593
H 1.998 0.066 4.306
H 0.182 3.172 1.362
H -0.702 4.545 -0.579
H -2.118 4.652 -2.599
H -3.152 2.498 -3.483
H -2.617 0.389 -2.336
N 0.392 -3.369 -0.005
C 1.439 -3.421 1.038
C 2.122 -2.062 1.237
O 2.887 -1.955 2.175
O 1.848 -1.163 0.331
H -0.110 -4.248 -0.046
H 0.830 -3.233 -0.910
H 2.237 -4.135 0.808
H 0.990 -3.693 1.988
C 0.460 -0.535 -2.832
O -0.346 -1.313 -1.988
H 1.430 -0.285 -2.374
H -0.020 0.411 -3.106
H 0.685 -1.059 -3.771